This record from the OMol25 dataset describes a molecular structure, C34H39BN6O4PtSeSi. The level of theory is ωB97M-V/def2-TZVPD.

```
87
Properties=species:S:1:pos:R:3:lowdin_charge:R:1
Pt 0.28 0.17 1.06 0.9355
O 2.25 2.16 4.28 -0.1448
H -0.07 -0.15 3.52 -0.0067
C 5.74 -0.81 -1.37 -0.1050
H 7.11 0.75 -0.84 0.0919
H 0.06 -3.68 1.02 0.0116
H -1.04 -3.08 5.01 0.0157
H -1.93 -1.68 0.23 0.0794
H 4.15 -2.16 -1.87 0.1011
C -0.91 0.01 -3.21 -0.2545
H 0.32 -5.02 -4.53 0.0857
H -0.59 -3.47 -6.24 0.0876
B -0.85 2.74 -0.76 -0.5031
C 5.07 1.40 -0.72 -0.0531
C 3.41 -0.24 -1.30 -0.0276
O 1.81 1.21 3.51 -0.4377
H -4.87 -0.16 2.99 0.0840
C -2.81 0.58 1.38 -0.2674
N -1.04 1.78 -1.99 0.0328
C -0.78 -1.84 -4.87 -0.0492
C -0.09 -2.26 -2.61 -0.0241
C 0.23 -3.56 -2.95 -0.0893
C -2.76 2.79 0.99 -0.3047
H 2.37 -0.50 -1.43 0.1033
H -1.18 -1.18 -5.63 0.0945
H -2.18 3.54 -4.65 0.0679
H 2.41 -3.32 4.63 0.0162
N 0.67 2.82 -0.44 0.0285
C -4.39 -3.33 1.89 -0.1676
H 0.05 -1.88 -1.60 0.0931
C -0.46 -3.14 -5.21 -0.1180
C -4.43 -0.98 2.44 -0.0774
C -3.30 -3.11 1.05 -0.1400
H 2.86 -1.82 3.80 -0.0123
H 1.82 5.99 -0.50 0.0713
H -0.29 -4.54 4.34 0.0087
C -0.33 -0.87 2.75 -0.3538
C 0.97 -3.52 1.60 -0.1907
H -1.06 4.24 -3.46 0.0693
C 2.77 3.44 -0.66 0.0184
H -1.26 3.82 -1.10 0.1002
C -2.78 -1.85 0.88 -0.0795
H 0.36 5.47 0.36 0.0783
C -3.33 -0.73 1.57 -0.2288
C 0.06 -4.01 -4.26 -0.1216
C -0.71 -3.56 4.09 -0.1958
C -1.88 3.53 -3.60 -0.0454
C -3.07 4.25 0.84 -0.0478
C -0.60 -1.37 -3.57 -0.1546
H -2.87 -3.94 0.50 0.0874
C 0.97 5.30 -0.53 -0.0296
H 0.36 5.52 -1.41 0.0674
N -1.65 2.22 0.45 -0.0022
H -1.69 0.99 -5.08 0.0882
H -4.44 1.96 2.10 0.0875
H 5.33 2.40 -0.40 0.1048
H -3.94 4.49 1.46 0.0684
H 0.64 -4.22 -2.20 0.0977
H 3.66 4.03 -0.77 0.0973
C 2.04 -2.34 4.29 -0.1837
H -2.73 3.87 -3.00 0.0722
H -2.24 4.87 1.16 0.0699
H 1.39 -4.49 1.88 0.0141
H 6.53 -1.54 -1.55 0.0894
N -1.64 0.87 0.74 -0.0863
H -3.30 4.50 -0.19 0.0643
C 1.47 3.89 -0.54 -0.2775
H 1.69 -2.99 0.98 0.0044
C 2.67 2.03 -0.63 -0.2983
C -1.46 2.14 -3.23 -0.2911
N -0.71 0.48 -1.98 0.1242
O 2.20 -0.53 1.56 -0.7045
Si 0.55 -2.48 3.14 0.4531
C -4.93 -2.25 2.60 -0.1533
C 6.07 0.47 -0.97 -0.1013
C 3.73 1.05 -0.87 -0.2168
N 1.39 1.68 -0.44 0.0323
H 1.79 -1.75 5.18 0.0273
H -1.41 -1.00 2.79 -0.0137
H -5.77 -2.41 3.27 0.0769
O 4.27 -0.02 3.10 -0.5633
C -3.50 1.82 1.59 0.0064
H -4.80 -4.33 2.02 0.0633
Se 3.13 0.70 2.22 1.1167
C -1.41 1.04 -4.04 0.0015
C 4.41 -1.16 -1.54 -0.0740
H -1.60 -3.73 3.47 0.0065
```

Total charge: -2
HOMO (alpha / beta): 1.386 / -1.964 eV
LUMO level (alpha / beta): 4.231 / 4.221 eV
2S+1: 3
⟨S²⟩: 2.0301

This record from the OMol25 dataset describes a molecular structure, C34H39BrN4O2P2Re. The level of theory is ωB97M-V/def2-TZVPD.

```
83
Properties=species:S:1:pos:R:3:lowdin_charge:R:1
C -3.49 -2.16 0.71 -0.1034
Br 0.62 4.53 1.12 0.9184
C 2.65 -3.10 -1.77 -0.2033
H 0.19 -2.38 -0.92 0.0786
C -1.97 2.43 0.21 -0.4016
H -0.51 -1.03 -2.71 0.1267
H 1.81 -3.79 1.40 0.0980
C 4.84 -1.53 -0.39 -0.1726
C 0.00 -0.01 1.60 -0.2036
H 3.90 2.60 -3.32 0.1198
H 1.67 1.19 -3.89 0.1013
H 1.14 -0.05 1.39 0.0148
H -4.12 3.11 -4.29 0.1177
C -3.95 5.48 1.11 -0.0378
C -3.56 4.18 0.79 0.0023
H -0.35 0.93 1.16 0.0376
H -4.81 -1.73 3.72 0.1182
O -2.73 1.52 0.49 0.1091
C -3.15 2.70 -4.06 -0.0277
C 0.51 -3.42 4.34 -0.0368
C -2.79 2.05 -2.89 -0.0798
C 3.10 2.34 -2.65 -0.0360
H 1.06 -1.40 3.53 0.1007
C -2.97 -1.16 2.69 -0.0954
C 2.90 -3.91 -0.48 -0.1777
C 0.54 -2.35 3.44 -0.1556
H 1.99 -1.11 -2.33 0.0797
N 1.12 1.59 -1.84 -0.1398
H -2.36 -0.58 3.36 0.1215
H 1.73 -3.49 -2.24 0.1018
H -0.02 1.73 -4.64 0.0957
P -0.51 1.14 -1.75 0.9660
H -2.04 -0.65 -1.95 0.1046
C -2.00 2.72 -4.92 -0.0319
N -0.30 -2.66 2.35 -0.1849
H -3.38 1.73 -2.04 0.1147
C -4.20 -1.76 2.83 -0.0271
H -4.30 3.39 0.64 0.1276
H -1.53 -4.37 1.89 0.1127
H 5.65 -0.79 -0.53 0.1200
C 3.53 -0.86 -0.78 -0.3257
H 5.47 -2.83 1.24 0.1263
C -0.84 -3.93 2.58 -0.1120
H -3.30 7.51 1.52 0.1290
C 1.82 2.22 -0.79 -0.1833
C -1.23 4.85 0.90 -0.5649
H 1.33 2.34 0.16 0.0001
O -0.82 2.15 -0.56 -0.1628
H -0.90 6.93 1.36 0.1094
P -0.87 -1.46 1.12 0.9670
H 3.28 -2.27 2.61 0.1001
H -3.37 -2.42 -0.33 0.1042
C -0.95 -0.66 -1.74 -0.1817
C -2.20 3.85 0.59 -0.1471
C 3.02 2.72 -1.26 -0.0454
C 2.49 -1.62 -1.51 -0.3944
H 5.18 -1.14 1.69 0.1151
H 1.02 -3.44 5.30 0.1167
H 2.25 -4.81 -0.52 0.1168
C 1.98 1.61 -2.95 -0.1138
Re 2.05 -1.36 0.39 1.2194
C -0.98 2.06 -4.28 -0.0761
H 3.41 -3.27 -2.54 0.1260
C -4.53 -2.39 1.59 -0.0299
H -0.61 -5.35 4.25 0.1111
H -0.08 0.06 2.70 0.0808
C -1.64 6.16 1.18 -0.1097
C 3.37 -2.23 1.53 -0.3567
C 4.79 -1.97 1.08 -0.1868
N -2.51 -1.41 1.39 -0.2119
C -0.35 -4.41 3.79 -0.0445
H -5.01 5.70 1.24 0.1208
H -1.94 3.16 -5.90 0.1189
C -3.00 6.49 1.29 -0.0218
H 3.76 3.23 -0.68 0.1205
N -1.42 1.72 -2.99 -0.1803
H 3.94 -4.29 -0.45 0.1216
H 5.08 -2.38 -1.04 0.1103
C -0.72 -1.79 -0.65 -0.2670
H -5.44 -2.94 1.36 0.1185
H 3.63 0.21 -1.05 0.0876
C 2.49 -3.19 0.78 -0.3557
H -1.56 -2.49 -0.79 0.0783
```

ΔE to the lowest compared entry with this formula, charge and spin: 1.757 eV
Total charge: +2
HOMO (alpha / beta): -11.115 / -13.656 eV
LUMO level (alpha / beta): -5.869 / -5.753 eV
2S+1: 4
⟨S²⟩: 3.7758

This record from the OMol25 dataset describes a molecular structure, C34H39ClCrN4O2P2. The level of theory is ωB97M-V/def2-TZVPD.

```
83
Properties=species:S:1:pos:R:3:lowdin_charge:R:1
C -1.45 -3.09 -5.70 -0.0816
C 4.31 1.36 -0.15 -0.0963
C 0.37 -5.16 -1.65 -0.0766
H 3.56 0.68 -2.02 0.1218
H -6.93 -2.57 1.64 0.0945
C 1.45 0.69 0.76 -0.1921
Cl 5.70 7.64 0.13 0.6813
C 2.14 4.91 -0.05 -0.1331
C 4.34 6.60 0.06 -0.6889
P -2.38 -0.61 1.08 1.1418
C -2.01 -2.10 0.07 -0.4415
N -2.24 -1.60 2.63 -0.2366
C -2.10 -0.97 3.87 -0.1492
C 5.07 0.61 0.96 -0.1813
H -1.11 4.07 1.22 -0.0341
O 0.14 3.97 -1.05 -0.1257
H -2.89 -1.61 -6.61 0.0918
C 3.35 0.78 -0.91 -0.0965
H -4.81 1.16 0.84 0.0879
H 3.36 7.73 -1.48 0.1007
O 0.72 3.42 1.07 -0.0821
H -2.58 3.32 1.72 -0.0139
N -4.15 -0.88 1.00 -0.2683
C -2.26 -1.84 -1.43 -0.4205
C 3.18 4.63 0.83 -0.0227
C -1.92 -1.12 -4.68 -0.1737
C -2.22 -1.88 -5.79 -0.1006
H -2.02 0.11 3.94 0.0982
H 0.16 -6.22 -1.62 0.0973
H -0.03 -3.72 -4.08 0.0905
C 3.30 6.86 -0.84 -0.0916
H 4.95 -0.97 2.34 0.1107
N -1.01 -1.81 -3.86 -0.2507
C -0.71 -3.01 -4.51 -0.1272
C -5.10 0.14 1.03 -0.1476
H -1.92 -1.77 5.94 0.0926
H 2.60 -4.89 -1.63 0.0847
C 3.11 0.02 2.53 -0.1072
H 2.02 -2.27 -1.66 0.0780
H 5.08 5.28 1.60 0.1024
C -6.35 -0.41 1.29 -0.0911
H -3.02 -1.06 -1.61 0.0674
H 1.41 -0.04 -1.22 0.0182
P -0.69 -1.27 -2.15 1.1533
H -2.29 -0.15 -4.38 0.0894
N -0.02 -2.92 -1.73 -0.2665
H 1.04 0.17 2.87 0.0950
H -2.48 -3.69 2.08 0.0868
C -0.63 -4.19 -1.66 -0.1527
C 1.62 -4.47 -1.67 -0.0824
C -2.34 -2.97 2.87 -0.1658
C 4.24 -0.45 1.69 -0.2133
H -2.64 -2.74 -1.94 0.0882
H 4.77 2.32 -0.42 0.0981
H -4.30 -3.04 1.20 0.0847
H 6.02 0.20 0.55 0.1219
H 5.37 1.36 1.71 0.1006
C -2.21 -3.22 4.23 -0.0848
C -2.11 3.79 0.82 -0.2045
H -7.27 0.12 1.38 0.0869
C 4.28 5.48 0.90 -0.0947
H 2.34 -1.04 -0.20 0.0815
H 3.91 -1.19 0.95 0.0977
H -2.65 4.77 0.78 -0.0027
C -6.17 -1.83 1.42 -0.0745
H -1.71 -4.33 -1.53 0.1077
H 3.10 3.77 1.48 0.1137
H -1.42 -3.92 -6.40 0.0914
H 3.34 0.29 3.55 0.1010
C 2.16 0.02 -0.41 -0.2501
C 2.19 6.02 -0.89 -0.0135
Cr -1.45 2.45 -0.71 0.8055
H -2.22 -4.20 4.69 0.0942
H 1.74 1.79 0.76 0.0975
C 1.85 0.20 2.13 -0.0790
C -2.05 -1.95 4.88 -0.0941
C -4.82 -2.09 1.21 -0.1305
C 0.89 4.07 0.00 -0.5783
H -0.95 -2.30 0.29 0.0775
H -2.53 -3.02 0.33 0.0525
H 0.32 0.67 0.58 0.0567
H 1.35 6.21 -1.56 0.1221
C 1.36 -3.11 -1.69 -0.1458
```

HOMO (alpha / beta): -8.078 / -8.080 eV
LUMO level (alpha / beta): -1.609 / -1.750 eV
2S+1: 5
⟨S²⟩: 6.1122

This record from the OMol25 dataset describes a molecular structure, C34H39ClN4O2P2Pd. The level of theory is ωB97M-V/def2-TZVPD.

```
83
Properties=species:S:1:pos:R:3:lowdin_charge:R:1
C 2.96 -4.52 -4.96 0.0227
H 3.23 -5.57 -5.00 0.1306
C 2.50 -2.38 -5.55 -0.0020
H 1.28 -1.12 3.58 -0.0080
H 0.87 3.09 4.38 0.1100
H 0.64 0.19 -0.05 0.0728
C 1.28 -2.19 3.80 -0.1966
C -1.85 3.15 -3.95 -0.0665
C 1.29 3.35 2.32 -0.1961
C -1.45 -1.61 8.26 0.0509
C -4.13 -0.39 -4.47 -0.1325
H 1.86 -2.79 3.09 0.0038
O -1.13 -2.47 5.60 -0.1122
H -3.88 0.60 -4.79 0.0827
C -1.88 3.32 -2.53 -0.0742
H 2.75 0.51 1.02 0.0884
H 3.03 0.16 -5.35 0.0810
H -1.81 3.92 -4.70 0.1033
C -0.78 2.27 3.45 -0.1260
H 5.53 1.78 -2.19 0.1041
C 3.85 0.36 -2.18 -0.1248
P 1.70 -1.29 -2.95 1.1348
H 0.66 0.66 -3.93 0.0926
C -1.63 -1.17 9.58 -0.0089
H -3.41 -3.11 -2.80 0.0852
C 2.58 -3.81 -3.81 0.0011
C 0.56 0.53 0.99 -0.1875
C 1.89 1.08 1.41 -0.1255
H -1.94 -1.85 10.36 0.1315
H -0.15 4.35 3.63 0.1327
C -1.07 1.09 8.87 -0.0250
C 4.79 1.21 -2.73 -0.0599
C -0.79 -1.25 5.85 -0.5511
C -1.08 -0.71 7.27 -0.0308
C -1.43 0.19 9.88 -0.5951
C -0.73 1.41 1.05 -0.2051
H -0.58 2.34 0.46 0.1066
P -1.83 -0.65 -2.67 1.0932
C 3.52 0.37 -4.41 -0.1487
H 0.86 3.64 1.36 0.1118
C 0.63 -0.41 -4.19 -0.4038
Pd -0.56 -2.77 3.47 0.9723
H -0.94 2.15 9.08 0.1295
N 2.31 -2.49 -4.17 -0.1987
C -0.81 -0.96 -4.22 -0.4123
H -2.34 1.20 2.53 0.1031
H 3.21 -3.79 -7.09 0.1344
C -0.88 0.64 7.57 0.0561
C 2.15 2.12 2.21 -0.1031
C -1.35 1.66 2.40 -0.0938
H -0.81 -2.06 -4.38 0.0787
H -1.10 1.97 4.46 0.0820
C -5.18 -1.20 -4.89 -0.0754
H 5.16 1.73 -4.91 0.1038
N 3.07 -0.19 -3.21 -0.2830
C 2.94 -3.60 -6.05 0.0276
H 1.01 -0.49 -5.22 0.0588
C -1.91 1.79 -4.20 -0.1844
C -2.08 2.06 -1.98 -0.1440
H -2.30 1.77 -0.97 0.0703
H 2.30 -1.47 -6.10 0.1097
H -1.48 0.81 0.50 0.0719
H -0.60 1.37 6.80 0.1291
O -0.31 -0.44 5.02 -0.0241
H -1.90 1.28 -5.15 0.0950
N -2.05 1.09 -3.00 -0.2630
H -5.68 -3.32 -4.33 0.0962
H -1.33 -0.52 -5.09 0.0720
C 4.60 1.21 -4.15 -0.0475
H 2.06 4.08 2.63 0.1134
H -1.63 -2.65 7.96 0.1406
H 3.05 2.12 2.85 0.1180
C -3.90 -2.38 -3.42 -0.1711
H -1.76 4.24 -1.98 0.0998
H 0.35 -0.41 1.55 0.0857
C 0.28 3.32 3.48 -0.1865
H -5.95 -0.92 -5.60 0.0999
H 2.47 -4.12 -2.79 0.1281
C -5.03 -2.46 -4.22 -0.0927
H 1.57 -2.43 4.84 0.0261
Cl -1.64 0.77 11.46 0.9114
N -3.38 -1.07 -3.51 -0.2774
H 3.64 0.09 -1.16 0.0836
```

ΔE to the lowest compared entry with this formula, charge and spin: 0.000 eV
Total charge: +2
HOMO (alpha / beta): -11.668 / -11.668 eV
LUMO level (alpha / beta): -5.371 / -9.377 eV
2S+1: 5
⟨S²⟩: 6.0375

This record from the OMol25 dataset describes a molecular structure, C34H39EuN5O3P2S. The level of theory is ωB97M-V/def2-TZVPD.

```
85
Properties=species:S:1:pos:R:3:lowdin_charge:R:1
H 0.21 1.64 2.42 0.0724
H -1.54 3.10 -5.42 0.0963
C -1.09 2.91 1.27 -0.2207
H -2.65 3.65 2.61 0.0991
H -2.67 -1.79 8.92 0.1034
C -1.57 3.51 2.56 -0.1154
C -2.01 1.24 -4.33 -0.1673
C 0.15 2.00 1.37 -0.2008
C -1.65 2.09 -2.26 -0.1413
H -2.15 0.63 8.76 0.1095
H 3.37 -5.74 -3.84 0.0897
H -1.17 3.89 4.61 0.1047
H -6.06 -1.37 -5.19 0.0929
C -0.80 0.35 7.06 -0.0253
C -1.40 3.10 -3.18 -0.0812
H 1.20 3.16 3.82 0.1034
H -1.60 2.07 -1.18 0.0672
C -1.62 2.56 -4.49 -0.0745
C -1.74 -0.08 8.02 -0.0700
N 2.75 -0.21 -2.35 -0.2928
C 2.97 -3.85 -4.99 -0.0873
H 2.42 -1.68 -5.09 0.0938
C -5.30 -1.53 -4.44 -0.0831
H 5.87 0.87 -1.92 0.0968
H 2.54 -3.23 1.56 -0.0643
H 0.29 0.34 -3.19 0.0657
H -5.53 -3.71 -3.85 0.0933
N 0.16 -1.62 3.89 -0.1983
H 1.96 5.42 2.42 0.1037
H 0.40 5.13 1.64 0.1154
C -4.41 -0.57 -3.95 -0.1445
H 4.06 -0.84 -0.76 0.0971
H -4.32 0.46 -4.23 0.0916
S 0.78 -0.34 4.77 0.6397
H 1.41 -4.67 1.13 -0.0636
C 0.40 -0.75 -3.32 -0.4314
C 3.96 -0.22 -1.63 -0.1488
C -0.37 -0.58 6.09 -0.2282
C 2.55 -2.60 -4.52 -0.1535
C 1.41 2.61 0.81 -0.1026
C 2.67 -3.94 -2.73 -0.1596
H 0.85 -0.93 -4.30 0.0631
O 0.39 0.95 4.24 -0.3382
H 3.17 -4.11 -6.02 0.0948
C 0.72 4.11 3.50 -0.1798
C -1.69 -2.32 7.04 -0.0051
O -1.24 -3.43 4.08 -0.0200
Eu 0.09 -2.11 1.22 1.3610
H -0.94 3.67 0.50 0.1099
H 2.15 0.81 -4.17 0.0986
H 1.94 1.92 0.15 0.0845
H -0.10 1.11 0.77 0.0573
C -3.97 -2.50 -2.87 -0.1769
C -0.92 -1.84 5.97 -0.1447
O 2.13 -0.55 5.20 -0.2849
P 1.51 -1.38 -2.00 1.0824
C -2.09 -1.44 8.06 -0.0724
C -0.77 3.85 3.59 -0.1147
H 2.65 -4.20 -1.68 0.0904
H -1.11 4.11 -2.93 0.0948
N -2.05 0.94 -2.96 -0.2728
H -1.43 -1.35 -4.32 0.0872
H 4.61 1.90 -4.12 0.0989
H -2.29 0.52 -5.09 0.1057
H 1.57 -4.07 2.87 -0.0433
H -0.93 -2.50 -3.08 0.0744
C 2.93 0.64 -3.45 -0.1439
C -5.01 -2.76 -3.74 -0.0944
C 3.06 -4.70 -3.84 -0.0994
H -1.90 -3.39 7.07 0.1218
C 1.61 -3.80 1.80 -0.4276
C -0.97 -1.43 -3.33 -0.4219
N -3.60 -1.14 -2.96 -0.2594
H 2.86 4.10 0.78 0.1029
H -0.43 1.40 7.05 0.1231
C -0.69 -2.45 4.61 -0.5159
C 4.21 1.19 -3.40 -0.0752
C 4.86 0.65 -2.24 -0.0830
N 2.29 -2.67 -3.15 -0.2191
C 1.92 3.76 1.21 -0.1170
H 0.95 4.86 4.28 0.1135
H -1.94 2.30 0.92 0.0935
H -3.45 -3.15 -2.18 0.0916
C 1.23 4.66 2.15 -0.1902
P -2.08 -0.64 -2.12 1.0690
```

ΔE to the lowest compared entry with this formula, charge and spin: 2.488 eV
HOMO (alpha / beta): -7.555 / -7.556 eV
LUMO level (alpha / beta): -0.896 / -0.871 eV
2S+1: 8
⟨S²⟩: 15.7617